This record from OMol25 describes a molecular structure, C13H44F6FeN22O17S2 at a distorted geometry. The level of theory is ωB97M-V/def2-TZVPD.

Its total energy is -154147.55588 eV. As for the energy above the lowest of the compared OMol25 structures with the same formula, charge and spin: 210.8 kJ/mol. The expectation value of S² is 20.01. The spin multiplicity is 9. The value obtained for the HOMO energy (alpha / beta) is -3.48 / -9.12 eV.

Geometry as XYZ:
```
105
Properties=species:S:1:pos:R:3:mulliken_spin:R:1
Fe -1.25430 -1.43547 -2.71176 2.90
C -0.39629 0.68660 0.58597 0.57
F -1.58036 0.87963 0.03623 0.06
F 0.04267 1.85344 1.05496 -0.02
F -0.50555 -0.24123 1.52622 0.01
S 0.82608 -0.02632 -0.67096 1.06
O 1.10333 1.00588 -1.62800 0.10
O 1.94172 -0.48948 0.15548 0.20
O 0.05162 -1.14084 -1.20040 -0.04
C 2.05843 -0.43538 -5.89931 0.02
F 2.42027 0.28528 -6.93338 0.00
F 1.94110 -1.70642 -6.25084 0.00
F 3.02199 -0.29659 -4.99578 0.00
S 0.39806 0.20194 -5.18679 0.29
O 0.66946 1.54524 -4.67187 0.01
O -0.51096 0.21733 -6.31685 0.00
O -0.05890 -0.75931 -4.17066 0.34
C -2.70299 1.43357 -3.04612 0.60
O -2.09635 0.37562 -2.79146 0.57
N -2.12798 2.45109 -3.69175 0.01
N -4.03288 1.57991 -2.80040 0.04
H -2.71755 3.24602 -3.85483 0.00
H -1.12463 2.55507 -3.65460 0.00
H -4.54666 2.42717 -2.94655 0.00
H -4.56783 0.73918 -2.65637 -0.01
C 4.24658 -2.43632 -1.53949 0.00
O 4.99136 -3.42733 -1.98535 0.02
N 3.61024 -2.58273 -0.35122 0.00
N 4.15994 -1.19488 -2.07063 -0.01
H 3.51960 -3.50713 0.02290 0.00
H 3.07562 -1.77274 -0.01533 -0.03
H 4.53035 -0.97704 -2.97436 0.00
H 3.78664 -0.41770 -1.54226 0.02
C 0.05724 4.61159 -1.56540 0.00
O -1.12360 4.33595 -1.36809 -0.01
N 1.10134 3.75958 -1.53467 0.01
N 0.42202 5.94798 -1.70785 0.00
H 0.88371 2.76743 -1.45911 0.02
H 1.89834 3.96417 -2.11978 0.00
H -0.32143 6.58109 -1.48018 0.00
H 1.36408 6.26094 -1.84130 0.00
C 3.58678 3.44301 -3.94680 0.00
O 4.59244 4.14678 -4.07623 0.00
N 3.53811 2.43512 -3.01585 0.01
N 2.47854 3.63711 -4.69147 0.00
H 2.78694 1.80358 -3.26340 0.01
H 4.30106 2.19703 -2.41423 0.00
H 2.53504 4.29666 -5.44519 0.00
H 1.77658 2.90244 -4.78777 0.00
C -3.09780 -2.27058 -0.14133 0.12
O -2.42803 -2.04882 -1.17775 0.36
N -2.57740 -2.65790 1.03150 -0.01
N -4.45135 -2.24094 -0.17216 0.00
H -1.61425 -2.99354 1.06304 -0.02
H -3.13031 -2.84196 1.84767 0.00
H -4.76737 -2.24826 0.78512 0.00
H -4.97896 -1.68907 -0.82270 0.00
C -1.19758 -0.55360 5.37118 0.00
O -1.14231 -1.51750 6.13189 0.00
N -1.73592 0.67912 5.58693 0.00
N -0.49570 -0.60891 4.19339 0.00
H -1.59297 1.45264 4.96750 0.00
H -2.13291 0.77850 6.50731 0.00
H 0.06620 0.11180 3.78215 0.00
H -0.32753 -1.58971 4.01835 0.00
C 2.74765 -1.49177 4.33520 0.00
O 2.10936 -2.46769 4.75778 0.00
N 2.40867 -0.91647 3.15224 -0.01
N 3.85734 -1.03525 4.94390 0.00
H 1.64790 -1.19222 2.57072 -0.01
H 3.07535 -0.19150 2.93932 0.00
H 4.35700 -0.28034 4.50189 0.00
H 4.33690 -1.42597 5.72932 0.00
C 0.10413 3.36438 4.18105 0.00
O 1.13530 2.69208 4.09288 0.00
N -0.19056 4.08296 5.28605 0.00
N -0.82072 3.35157 3.18433 0.00
H 0.62231 4.35734 5.81067 0.00
H -1.06994 4.55679 5.37480 0.00
H -0.65417 2.90761 2.29226 0.01
H -1.43467 4.15046 3.13547 0.00
C 0.20784 -4.39333 -2.71147 0.33
O -0.42547 -3.33264 -2.84032 0.46
N 0.67576 -4.84146 -1.53685 -0.01
N 0.48893 -5.18983 -3.77505 -0.01
H 1.20102 -5.69554 -1.52315 0.00
H 0.23048 -4.50346 -0.68981 0.00
H 0.75174 -6.15567 -3.67701 0.00
H -0.07051 -5.07784 -4.60775 -0.01
C 0.48416 -3.98353 2.09077 0.00
O -0.41787 -4.51711 1.41572 0.00
N 1.26891 -2.98876 1.56805 0.00
N 0.84316 -4.35923 3.32911 0.00
H 2.00561 -2.65134 2.16626 0.00
H 0.99924 -2.37071 0.82311 -0.01
H 1.61737 -3.87545 3.75261 0.00
H 0.32327 -5.07387 3.80367 0.00
C -5.72872 0.52537 2.34130 0.02
O -5.87197 -0.49492 1.64665 0.00
N -4.62420 1.31117 2.18478 0.00
N -6.48779 0.73802 3.42620 0.00
H -4.45406 2.17798 2.65761 0.00
H -4.18188 1.10881 1.30219 0.01
H -7.32969 0.19526 3.48135 0.00
H -6.18202 1.49832 4.00492 0.00
```